Molecular formula: C4H8N2O
Method: DFT, ωB97M-V with the def2-TZVPD basis set

The geometry in XYZ format:
```
15
Properties=species:S:1:pos:R:3
C -1.7458 0.5654 0.7775
N -0.3379 0.2379 0.8482
C 0.2902 -0.0466 -0.5171
C -0.3849 -1.1557 -1.1658
N -1.0534 -2.0250 -1.5194
C 1.7716 -0.2976 -0.2731
O 2.2913 0.8152 0.3931
H -2.4659 -0.2159 0.5036
H -2.1884 1.0450 1.6506
H -1.8530 1.2974 -0.0746
H -0.2678 -0.6006 1.4234
H 0.1861 0.8406 -1.1577
H 2.3193 -0.4304 -1.2117
H 1.8819 -1.2297 0.3062
H 1.6012 1.0835 1.0250
```

The multiplicity is 1. The value obtained for the total energy is -9304.4001 eV. The SMILES is CN[C@H](C#N)CO. The HOMO-LUMO gap comes out at 0.4089 Ha. The energy above the lowest of the compared OMol25 structures with the same formula, charge and spin is 192.3 kJ/mol.

Molecular formula: C4H8N2O
Method: DFT, ωB97M-V with the def2-TZVPD basis set

The geometry in XYZ format:
```
15
Properties=species:S:1:pos:R:3
C 0.0000 0.0000 0.0000
C -0.9407 -0.2330 1.1303
C -0.7172 -0.1541 2.4536
N -1.8640 -0.2314 3.1610
C -2.7806 -0.5395 2.2175
N -2.2695 -0.4984 0.9586
H 0.4768 -0.9517 -0.2890
H 0.7895 0.7497 0.1765
H -0.6320 0.3448 -0.8356
H 0.2738 0.0833 2.8403
H -1.9492 -0.0155 4.1573
H -3.8525 -0.5616 2.4136
O -4.9976 1.4403 5.0546
H -5.0010 0.4610 5.1505
H -5.8130 1.6422 4.5422
```

The multiplicity is 1. The value obtained for the total energy is -9305.0134 eV. The SMILES is Cc1c[nH]cn1.O. The HOMO-LUMO gap comes out at 0.3300 Ha. The energy above the lowest of the compared OMol25 structures with the same formula, charge and spin is 133.1 kJ/mol.

Molecular formula: C4H8N2O
Method: DFT, ωB97M-V with the def2-TZVPD basis set

The geometry in XYZ format:
```
15
Properties=species:S:1:pos:R:3
C -0.0308 -1.3780 0.8072
C 0.5307 -0.0288 0.3739
C 1.4717 0.9726 0.8791
C 1.0771 2.1897 0.4277
O 0.3032 1.9679 -0.6704
N -0.0476 0.6924 -0.6208
H -0.6247 -1.8663 -0.0235
H -0.7976 -1.0845 1.6797
H 0.7187 -2.1517 1.0437
H 2.1786 0.9552 1.6445
H 1.4652 3.1089 0.7047
N -2.6546 0.6519 -1.1890
H -2.5146 -0.3515 -1.2939
H -2.1236 1.2990 -1.7748
H -2.5297 1.0262 -0.2700
```

The multiplicity is 1. The value obtained for the total energy is -9302.1490 eV. The SMILES is Cc1ccon1.N. The HOMO-LUMO gap comes out at 0.3415 Ha. The energy above the lowest of the compared OMol25 structures with the same formula, charge and spin is 409.5 kJ/mol.

Molecular formula: C4H8N2O
Method: DFT, ωB97M-V with the def2-TZVPD basis set

The geometry in XYZ format:
```
15
Properties=species:S:1:pos:R:3
C 0.6101 -1.6793 0.8591
C 0.2827 -0.2523 0.6554
C 0.9386 0.7878 -0.0021
N 0.1422 1.8732 0.0526
C -0.9316 1.5563 0.7550
N -0.9269 0.2009 1.1331
H 0.7502 -1.8833 1.9149
H -0.3479 -2.2311 0.6559
H 1.3715 -2.1076 0.2407
H 1.8341 0.7637 -0.6113
H -1.8310 2.1953 0.7935
H -1.5908 -0.2186 1.7653
H -0.2736 0.4973 -2.0408
H 0.2897 -0.1236 -3.1607
O -0.3173 0.6215 -3.0105
```

The multiplicity is 2. The value obtained for the total energy is -9296.4131 eV. As for the total charge: +1. The HOMO-LUMO gap (alpha / beta) comes out at 0.3930 / 0.2416 Ha. The energy above the lowest of the compared OMol25 structures with the same formula, charge and spin is 86.8 kJ/mol.

Across the entries above, maximum force takes the values 2.70; 3.84; 4.49; 3.89 eV/Å, respectively.